A 2-piece molecular cluster, F3HN2 overall, computed with wB97M-V/def2-TZVPD.

## Properties
Molecular weight ... 86.0 g mol⁻¹
Relative energy (zero: lowest compared OMol25 entry of this formula, charge and spin) ... 90.22 kcal per mole
Orbital gap (alpha / beta) ... 0.362 / 0.288 Ha
Highest occupied orbital energy (alpha / beta) ... -11.54 / -10.03 eV
Total charge ... 0

Element x y z (Å)
N: -0.5501 0.4829 0.2233
N: -0.3815 1.2501 1.2430
F: -1.7644 0.3089 -0.2816
F: 1.0797 2.4152 0.1638
F: 0.6798 0.7294 1.8450
H: 0.0787 -0.1085 -0.1383

C10H25Br4CaCl3KN3O4S as an isolated structure, computed with wB97M-V/def2-TZVPD.

## Properties
Molecular weight ... 788.5 g mol⁻¹
Orbital gap ... 0.058 Ha
Highest occupied orbital energy ... -5.90 eV
Total charge ... 0

Element x y z (Å)
C: -0.0523 1.5733 0.4855
C: 0.8145 1.6293 1.7111
Cl: 2.2846 2.6138 1.3179
C: 1.2719 0.2893 2.2551
S: 1.5393 0.5546 4.0503
Cl: 0.0837 -1.0032 1.9888
H: -0.3980 2.5849 0.3109
H: 0.4925 1.2743 -0.4024
H: -0.9388 0.9757 0.6233
H: 0.2611 2.1236 2.5481
H: 2.2252 0.0255 1.8233
H: 0.1973 0.5754 4.4103
H: 1.9358 1.8422 4.0329
O: 0.4091 -4.4002 0.5574
H: 1.3444 -4.5357 0.7959
H: 0.1607 -3.5692 0.9759
C: 1.6128 -4.5572 3.4124
O: 2.3903 -4.9030 2.4287
H: 1.5321 -5.2486 4.2603
H: 1.8461 -3.6000 3.9267
H: 0.4302 -4.3887 3.1603
C: -2.0312 -4.7924 -1.7797
C: -2.8647 -4.3738 -2.9881
C: -2.9292 -2.8550 -3.1678
C: -3.6179 -2.1802 -2.0685
N: -4.1530 -1.6514 -1.2046
H: -2.4669 -4.4299 -0.8482
H: -1.9777 -5.8776 -1.7190
H: -1.0112 -4.4108 -1.8477
H: -3.8748 -4.7718 -2.8948
H: -2.4310 -4.8107 -3.8904
H: -3.4507 -2.6223 -4.1079
H: -1.9230 -2.4599 -3.2558
K: 2.9090 -2.7654 2.5467
Br: -0.3608 -3.4183 4.5408
C: 2.3008 6.5103 -0.1437
Br: 3.2632 6.7634 -1.7914
Br: 3.4019 6.8622 1.3922
Br: 0.6601 7.5194 -0.1187
H: 2.0256 5.4668 -0.0932
Cl: -1.3877 1.7178 3.5778
Ca: -1.0111 -1.3441 -4.2835
C: -1.3686 4.9288 -3.8955
O: -1.3526 3.7877 -4.3231
N: -0.6196 5.3188 -2.8192
N: -2.1369 5.9122 -4.4573
H: -0.6131 6.2505 -2.4465
H: -0.0469 4.6190 -2.3876
H: -2.6980 5.6587 -5.2482
H: -2.1648 6.8558 -4.1218
O: 5.7583 -2.7138 4.6509
H: 6.7082 -2.7878 4.5261

C38H20F5N4O6RuS as an isolated structure, computed with wB97M-V/def2-TZVPD.

## Properties
Molecular weight ... 856.7 g mol⁻¹
Orbital gap (alpha / beta) ... 0.232 / 0.233 Ha
Highest occupied orbital energy (alpha / beta) ... -10.44 / -10.45 eV
Total charge ... +1

Element x y z (Å)
Ru: 0.3595 -0.4425 -0.7570
O: -2.3394 -6.8259 1.6510
N: -1.5047 -6.8906 0.7802
O: -0.9423 -7.8902 0.4090
C: -1.1576 -5.6582 0.0836
C: -0.8200 -5.7660 -1.2291
C: -0.5617 -4.6141 -2.0177
C: -0.2924 -4.6893 -3.3964
C: -0.1427 -3.5200 -4.1017
C: -0.2811 -2.3010 -3.4298
N: -0.4744 -2.2024 -2.1292
C: -0.5977 -3.3362 -1.4104
C: -0.7952 -3.2433 0.0119
N: -0.6169 -2.0419 0.5983
C: -0.7878 -1.9317 1.9006
C: -1.2259 -2.9893 2.7001
C: -1.4206 -4.2251 2.1309
C: -1.1535 -4.3952 0.7598
H: -0.7793 -6.7452 -1.6843
H: -0.2288 -5.6527 -3.8817
H: 0.0585 -3.5232 -5.1610
H: -0.2472 -1.3788 -3.9961
H: -0.5973 -0.9644 2.3478
H: -1.4015 -2.8301 3.7523
H: -1.7850 -5.0493 2.7245
O: -0.0432 3.4115 1.7914
C: -0.0353 2.5944 0.9165
O: -0.6368 1.3673 1.0578
C: 0.5731 2.8026 -0.4188
C: 1.0432 4.1048 -0.6799
C: 1.6105 4.3830 -1.8928
C: 1.7029 3.3569 -2.8533
C: 2.2591 3.5483 -4.1364
C: 2.2934 2.5218 -5.0405
C: 1.7760 1.2592 -4.7016
C: 1.2440 1.0382 -3.4620
C: 1.1921 2.0711 -2.5072
N: 0.6378 1.8133 -1.2956
H: 0.9213 4.8476 0.0919
H: 1.9829 5.3687 -2.1274
H: 2.6529 4.5204 -4.3919
H: 2.7185 2.6702 -6.0216
H: 1.8084 0.4636 -5.4296
H: 0.8517 0.0691 -3.1631
F: 6.6996 1.6226 -0.6281
C: 5.6085 0.8905 -0.8576
C: 5.4772 0.1712 -2.0496
F: 6.4416 0.2252 -2.9680
C: 4.3471 -0.5877 -2.2980
F: 4.2171 -1.2315 -3.4659
C: 3.2895 -0.6899 -1.3592
O: 2.2366 -1.3839 -1.5666
C: 3.4660 0.0731 -0.1801
F: 2.4083 0.0489 0.7013
C: 4.5738 0.8516 0.0790
F: 4.6354 1.5612 1.2064
C: -2.6669 -2.7524 9.8558
C: -2.7627 -2.0131 8.5730
O: -2.5203 -2.4118 7.4752
S: -3.2549 -0.2828 8.8452
C: -2.9397 0.3137 7.2096
C: -1.9681 1.2880 7.0148
C: -1.5902 1.6180 5.7310
C: -2.1823 0.9728 4.6405
C: -3.2118 0.0513 4.8475
C: -3.5893 -0.2785 6.1319
C: -1.6845 1.2077 3.3416
C: -1.2208 1.1953 2.2278
H: -2.9385 -3.7942 9.7013
H: -3.2820 -2.2972 10.6257
H: -1.6257 -2.7219 10.1774
H: -1.4910 1.7494 7.8659
H: -0.8180 2.3520 5.5672
H: -3.6972 -0.4102 4.0011
H: -4.3722 -1.0020 6.2948

C19H20B2Cl2F4N5O2Sn as an isolated structure, computed with wB97M-V/def2-TZVPD.

## Properties
Molecular weight ... 637.6 g mol⁻¹
Relative energy (zero: lowest compared OMol25 entry of this formula, charge and spin) ... 22.33 kcal per mole
Orbital gap ... 0.272 Ha
Highest occupied orbital energy ... -5.16 eV
Total charge ... -1

Element x y z (Å)
Sn: -0.1021 -0.4154 -0.4824
Cl: 0.9386 4.8506 -0.4612
C: -0.4815 4.1712 0.2779
C: -1.4333 5.0439 0.8124
C: -2.5687 4.5558 1.3934
Cl: -3.7411 5.6740 2.0392
C: -2.8044 3.1648 1.4637
C: -3.9653 2.5776 2.0104
C: -4.1065 1.2211 1.9970
C: -3.0758 0.4317 1.4629
N: -1.9760 0.9428 0.9631
C: -1.8244 2.2886 0.9322
C: -0.6195 2.7800 0.2960
O: 0.2441 1.9706 -0.1976
H: -1.2651 6.1102 0.7512
H: -4.7377 3.2169 2.4161
H: -5.0002 0.7407 2.3704
H: -3.1797 -0.6422 1.4215
B: 1.4166 -4.0678 -1.0689
N: 1.9628 -2.8191 -1.8333
C: 3.1726 -2.7539 -2.4016
C: 3.2465 -1.5971 -3.1615
C: 2.0063 -0.9940 -2.9735
N: 1.2355 -1.7481 -2.1818
N: 0.0883 -3.7361 -0.3482
C: -0.9638 -4.5598 -0.2520
C: -1.8233 -4.0835 0.7211
C: -1.2001 -2.9300 1.1810
N: -0.0391 -2.7275 0.5409
H: 2.2531 -4.3954 -0.2564
H: 1.1833 -4.9465 -1.8657
H: 3.8997 -3.5329 -2.2363
H: 4.0831 -1.2435 -3.7400
H: 1.6196 -0.0646 -3.3649
H: -1.0439 -5.4197 -0.8957
H: -2.7761 -4.4844 1.0187
H: -1.5185 -2.2375 1.9459
F: -3.7946 -2.5221 -2.3274
B: -3.7613 -1.5642 -1.3220
F: -2.3810 -1.0473 -1.2419
F: -4.5860 -0.4739 -1.6076
F: -4.0987 -2.1205 -0.0757
C: 3.0091 1.5556 1.7004
C: 3.5771 2.3245 0.5023
C: 3.1316 1.4823 -0.7029
O: 2.6533 0.2354 -0.1816
C: 3.0472 0.1271 1.1797
H: 1.9733 1.8522 1.8713
H: 3.5875 1.6954 2.6133
H: 4.6662 2.3751 0.5610
H: 3.1874 3.3384 0.4418
H: 3.9567 1.2890 -1.3950
H: 2.3099 1.9528 -1.2397
H: 4.0623 -0.2864 1.2528
H: 2.3555 -0.5548 1.6774

C5H6Br2N2O2S as an isolated structure, computed with wB97M-V/def2-TZVPD.

## Properties
Molecular weight ... 318.0 g mol⁻¹
Relative energy (zero: lowest compared OMol25 entry of this formula, charge and spin) ... 2.35 kcal per mole
Orbital gap ... 0.334 Ha
Highest occupied orbital energy ... -9.49 eV
Total charge ... 0

Element x y z (Å)
C: -1.1819 -1.5357 0.3548
C: -2.0111 -2.2652 1.4079
C: -3.5005 -2.4059 1.2823
C: 0.5395 0.9235 -0.2436
C: 0.9106 -0.5992 0.1326
N: -1.3545 -3.6523 1.2441
N: -2.0460 -4.6375 1.2379
O: -1.4909 -1.3323 -0.7909
O: -0.1174 -1.1585 0.9312
S: -3.6538 -4.5758 1.3686
Br: -4.4426 -1.7137 2.8238
Br: -4.2579 -1.8374 -0.3854
H: -1.7074 -2.2626 2.4596
H: 1.2449 1.0502 -1.1084
H: -0.4313 0.6827 -0.4970
H: 0.6776 1.5593 0.5348
H: 1.7592 -0.5943 0.6545
H: 0.9264 -1.0655 -0.8403

C24H54Cl12N2 as an isolated structure, computed with wB97M-V/def2-TZVPD.

## Properties
Molecular weight ... 796.1 g mol⁻¹
Relative energy (zero: lowest compared OMol25 entry of this formula, charge and spin) ... 99.84 kcal per mole
Orbital gap ... 0.329 Ha
Highest occupied orbital energy ... -8.64 eV
Total charge ... 0

Element x y z (Å)
Cl: 14.3120 19.4350 -0.6020
C: 15.4420 19.8730 0.7500
C: 16.8280 19.5210 0.2630
Cl: 17.9370 20.0520 1.4760
H: 15.0230 19.2840 1.7790
H: 15.4150 20.9970 0.9120
H: 17.1840 19.8100 -0.7960
H: 16.7690 18.3770 0.2970
Cl: 22.4570 20.5830 -2.0040
C: 21.3070 19.2020 -1.6330
C: 20.4200 19.5910 -0.3890
Cl: 19.2440 20.9190 -0.7560
H: 21.9050 18.2700 -1.3830
H: 20.6000 18.7430 -2.4510
H: 20.8000 19.7640 0.6380
H: 19.8690 18.7420 -0.2380
Cl: 9.8000 19.6630 0.1130
C: 11.0110 20.7800 -0.4280
C: 11.3340 21.9240 0.4360
Cl: 11.6790 21.4890 2.1020
H: 10.6940 20.7430 -1.4950
H: 11.9080 20.0600 -0.4330
H: 10.3170 22.6570 0.5260
H: 12.1230 22.4900 0.1490
Cl: 16.0440 18.8680 6.5210
C: 15.1060 19.3140 5.1500
C: 15.3680 20.8210 4.9500
Cl: 14.2290 21.4760 3.6200
H: 14.2030 19.1190 5.4300
H: 15.3600 18.8020 4.2330
H: 16.4160 21.0490 4.7930
H: 15.0510 21.3070 5.7570
Cl: 21.6130 14.6590 2.4400
C: 21.1900 16.4250 2.7630
C: 19.9650 16.8810 1.9030
Cl: 20.5340 16.8510 0.1820
H: 22.1240 16.8540 2.7090
H: 21.0750 16.5850 3.7940
H: 19.4830 17.6330 2.1050
H: 19.3000 15.9790 1.9140
Cl: 13.1200 17.7110 -3.3000
C: 14.9630 17.7150 -3.6050
C: 15.5240 18.3300 -2.3640
Cl: 17.3180 18.3740 -2.4120
H: 15.1300 18.5100 -4.4720
H: 15.2820 16.6940 -3.9050
H: 15.4010 17.5340 -1.6650
H: 15.3180 19.3840 -2.1960
C: 21.8180 20.3980 1.5050
C: 22.4680 20.4850 2.8410
N: 21.8480 19.4690 3.8730
C: 22.7320 19.0870 4.8590
C: 23.6450 19.9000 5.5740
C: 20.6410 20.1650 4.4340
C: 19.5670 19.2430 5.1570
H: 22.3700 21.0840 0.6550
H: 20.7310 20.8440 1.5140
H: 21.8040 19.3750 1.1490
H: 22.3580 21.4890 3.2930
H: 23.3380 20.2590 2.7340
H: 23.3300 18.5260 4.3430
H: 22.3120 18.2880 5.3280
H: 23.9840 20.8160 5.4180
H: 24.3690 19.2680 6.0910
H: 22.9990 20.2910 6.4400
H: 20.0340 20.8560 3.6270
H: 20.8270 20.8800 5.2380
H: 19.9210 18.5270 5.9190
H: 19.0090 18.6240 4.4540
H: 18.9320 19.8360 5.6820
C: 16.2040 22.8360 -1.7770
C: 16.4180 23.3230 -0.3010
N: 15.0910 23.9820 0.1600
C: 14.9520 24.0110 1.5480
C: 15.9430 23.9110 2.5270
C: 15.2190 25.4760 -0.3360
C: 13.9850 26.3110 0.0040
H: 15.3390 22.2750 -1.9320
H: 16.9240 22.1370 -2.2340
H: 16.1920 23.6420 -2.4410
H: 17.4690 23.9340 -0.2680
H: 16.6490 22.4220 0.2820
H: 14.3030 22.9700 1.5360
H: 14.1690 24.6310 1.9040
H: 17.0370 23.7360 2.3490
H: 15.6810 23.0540 3.2860
H: 15.9690 24.7940 2.9720
H: 15.1760 25.4000 -1.3030
H: 15.9720 26.1310 -0.0830
H: 13.1760 25.9340 -0.4600
H: 13.9510 27.2470 -0.4430
H: 13.7550 26.6400 1.1310

Q: What is the formula in the sixth record?
A: C24H54Cl12N2

Q: Among the records above, which one has the highest molecular weight?
A: C38H20F5N4O6RuS